The following is a DFT calculation (the ωB97M-V functional and the def2-TZVPD basis) of a cluster of 2 separate species, C5H11O2 in total.

Geometry as XYZ:
```
18
Properties=species:S:1:pos:R:3:forces:R:3:mulliken_charge:R:1
C -1.40943 1.41918 -0.89700 -0.30 -0.66 -0.15 -0.2511
C -1.37422 1.54148 0.63275 -0.15 0.40 -0.71 -0.8385
C -2.16651 0.17202 -1.46283 -0.03 -0.21 0.09 0.3968
O -1.71660 -0.96799 -1.18739 0.17 0.32 0.18 -0.6911
O -3.17394 0.44913 -2.15476 0.02 0.00 0.01 -0.7594
H -1.94089 2.24898 -1.35925 0.22 0.31 0.17 0.2896
H -0.37498 1.38679 -1.25492 -0.04 0.08 -0.11 0.1911
H -0.66193 0.84669 1.06338 -0.06 -0.07 0.15 0.1075
H -2.35603 1.39702 1.08405 -0.03 -0.12 -0.02 0.3003
H -1.06512 2.56715 0.84054 0.16 0.02 0.42 0.2757
C 1.38493 -1.17699 0.24451 0.35 -0.01 -0.29 -0.3677
C 2.68137 -1.61882 0.93878 -0.39 0.51 0.16 -0.9535
H 0.79129 -0.49890 0.84733 -0.03 -0.10 0.17 -0.1044
H 1.61718 -0.63859 -0.67546 -0.09 0.02 -0.01 0.2607
H 0.74171 -2.00773 -0.03670 -0.01 0.01 -0.01 0.2967
H 3.09129 -0.79565 1.53347 0.04 -0.05 -0.05 0.2808
H 3.44728 -1.88687 0.21182 -0.01 -0.30 0.07 0.2832
H 2.48458 -2.43690 1.63171 0.20 -0.14 -0.07 0.2833
```
Positions in Å, forces in eV/Å.

Properties
Kohn-Sham gap: 7.410 eV
Relative energy (zero: lowest compared OMol25 entry of this formula, charge and spin): 6.8 kcal/mol
E_tot: -347.6388 Ha
Net charge: -1
HOMO level: -3.80 eV
LUMO energy: 3.61 eV

The following is a DFT calculation (the ωB97M-V functional and the def2-TZVPD basis) of a cluster of 2 separate species, C5H11O2 in total at a distorted geometry.

Geometry as XYZ:
```
18
Properties=species:S:1:pos:R:3:forces:R:3:mulliken_charge:R:1
C 1.12811 -0.24793 1.06451 -0.42 -0.08 1.20 -0.1623
C 1.56060 -0.55703 2.50114 0.09 -0.42 0.22 -1.2073
C -0.22177 -0.88538 0.73799 -0.10 1.12 -0.47 -0.7267
H 1.15137 0.83966 0.98457 -0.45 0.01 -0.37 0.3544
H 1.85485 -0.62580 0.34449 0.17 0.01 0.10 0.2359
H 1.76034 -1.62778 2.62852 0.57 0.13 -0.12 0.3033
H 0.80110 -0.40639 3.27549 -0.34 0.47 -0.44 0.3217
H -1.04256 -0.67657 1.42553 0.33 0.10 0.47 0.3237
H -0.56496 -0.38928 -0.18489 0.05 -1.16 0.75 0.2758
H 2.39752 0.08358 2.78832 0.28 -0.44 0.07 0.3291
H -0.10523 -1.96491 0.66998 -0.15 -0.08 -0.36 0.3181
C -0.93044 0.33702 -2.48409 -1.64 0.22 0.71 -0.6689
C -1.64599 1.71696 -2.20700 1.42 -0.37 0.20 0.5995
O -1.02708 2.69878 -2.67754 -0.52 0.24 -0.11 -0.7297
O -2.61792 1.66691 -1.42800 -0.33 0.07 -0.18 -0.7147
H -1.70887 -0.40224 -2.70664 0.14 -0.01 -0.41 0.2351
H -0.61434 0.01848 -1.48157 0.59 0.35 -1.32 -0.4059
H -0.17472 0.42192 -3.25080 0.32 -0.17 0.06 0.3187
```
Positions in Å, forces in eV/Å.

Properties
Kohn-Sham gap: 7.214 eV
Relative energy (zero: lowest compared OMol25 entry of this formula, charge and spin): 18.1 kcal/mol
E_tot: -347.6208 Ha
Net charge: -1
HOMO level: -3.74 eV
LUMO energy: 3.47 eV

The following is a DFT calculation (the ωB97M-V functional and the def2-TZVPD basis) of a cluster of 2 separate species, C5H11O2 in total at a distorted geometry.

Geometry as XYZ:
```
18
Properties=species:S:1:pos:R:3:forces:R:3:mulliken_charge:R:1
C -1.57454 -1.76542 -0.22751 2.78 -1.04 -1.16 -0.4172
C -0.98492 -1.49362 -1.66484 -0.70 1.85 1.46 -0.7842
C -0.53781 -1.72713 0.88986 0.17 1.43 1.95 -0.8435
H -1.89489 -2.76970 -0.30734 -1.35 -1.02 0.30 0.3100
H -2.29585 -1.05418 -0.06965 -2.07 1.36 0.65 0.3444
H -0.57872 -2.41619 -1.98740 1.10 -0.81 -0.41 0.2887
H -1.95955 -1.41563 -2.39629 2.71 0.94 1.54 0.2245
H -0.03772 -0.69724 0.87749 -0.56 -1.33 0.18 0.1261
H -0.10863 -0.65144 -1.40632 -2.64 -1.62 -1.93 0.2088
H 0.24425 -2.48027 0.78235 0.01 -0.02 -0.22 0.2929
H -0.96501 -1.89501 1.99058 0.58 0.43 -2.38 0.2416
C 2.15404 2.57612 0.76160 -0.13 2.59 -3.63 -0.8110
C 0.66426 2.69988 0.25161 0.69 -1.01 -1.02 0.5424
O -0.10856 3.41993 0.86810 -0.68 1.12 1.14 -0.6964
O 0.38675 2.00672 -0.76999 0.55 -0.11 0.31 -0.7325
H 2.32481 1.59502 0.96015 0.67 -2.99 0.63 0.2218
H 2.42436 3.18777 1.57232 -0.01 0.86 1.22 0.3103
H 2.84775 2.88040 -0.12472 -1.11 -0.61 1.37 0.1734
```
Positions in Å, forces in eV/Å.

Properties
Kohn-Sham gap: 7.578 eV
Relative energy (zero: lowest compared OMol25 entry of this formula, charge and spin): 39.8 kcal/mol
E_tot: -347.5863 Ha
Net charge: -1
HOMO level: -3.81 eV
LUMO energy: 3.77 eV

The following is a DFT calculation (the ωB97M-V functional and the def2-TZVPD basis) of a cluster of 2 separate species, C5H11O2 in total at a distorted geometry.

Geometry as XYZ:
```
18
Properties=species:S:1:pos:R:3:forces:R:3:mulliken_charge:R:1
C -1.37800 -0.60672 -0.74915 1.75 -0.41 0.45 -0.3700
C -1.47562 0.19310 0.56817 -0.76 -1.87 0.16 -0.5130
C -0.52182 -1.90954 -0.44023 -0.64 0.79 -0.20 0.4592
O 0.69190 -1.67497 -0.25975 0.29 -0.18 0.10 -0.7004
O -1.15506 -2.98083 -0.38962 0.05 -0.31 0.05 -0.7484
H -2.31548 -0.92219 -1.18512 -0.30 0.29 -0.09 0.2911
H -0.69340 -0.08521 -1.42679 -0.67 0.26 -0.40 0.2220
H -0.54349 0.69645 0.79003 -0.32 0.46 -0.08 -0.2138
H -1.57188 -0.59026 1.33232 0.09 0.16 0.23 0.3002
H -2.41929 0.72777 0.68603 0.36 0.78 -0.23 0.3103
C 1.71735 1.99259 0.51651 0.86 0.39 -0.25 -0.7441
C 1.79889 3.51800 0.36382 -0.85 -0.48 -0.23 -0.8935
H 1.13919 1.72381 1.39048 -0.06 -0.19 0.09 0.2137
H 1.34412 1.46868 -0.36296 -0.25 0.09 0.12 0.2251
H 2.74625 1.63684 0.64908 -0.22 -0.20 0.13 0.3221
H 0.80699 3.97940 0.35640 -0.04 -0.08 0.06 0.2740
H 2.23729 3.77759 -0.60170 0.39 0.17 0.28 0.2859
H 2.32598 3.92087 1.22421 0.31 0.32 -0.20 0.2797
```
Positions in Å, forces in eV/Å.

Properties
Kohn-Sham gap: 7.179 eV
Relative energy (zero: lowest compared OMol25 entry of this formula, charge and spin): 12.6 kcal/mol
E_tot: -347.6296 Ha
Net charge: -1
HOMO level: -3.66 eV
LUMO energy: 3.52 eV